(1)
64
Properties=species:S:1:pos:R:3:forces:R:3 method="wB97M-V/def2-TZVPD" smiles="Cc1cc(C)c(C(=O)N(CCN(C)C)C[C@H]2CCCN(Cc3ccccc3F)C2)o1" total_energy_ha=-1349.52696 homo_lumo_gap_ev=8.89 lumo_energy_ev=0.72 homo_energy_ev=-8.17 relative_energy_kj_mol=243.21
C -4.635 -0.762 3.155 0.25 0.19 -0.20
C -4.469 -0.679 1.680 -0.49 -0.48 -0.11
C -5.146 -1.269 0.655 0.35 0.27 0.41
C -4.559 -0.802 -0.550 0.69 0.53 0.05
C -4.964 -1.187 -1.927 0.09 0.06 -0.08
C -3.535 0.034 -0.168 -0.98 -0.55 -0.58
C -2.652 0.834 -1.039 0.08 0.14 -0.03
O -3.080 1.213 -2.125 -0.22 -0.07 -0.02
N -1.392 1.130 -0.633 0.09 0.13 -0.06
C -0.648 2.086 -1.433 -0.16 0.49 -0.19
C -0.529 3.447 -0.736 0.07 -0.27 -0.14
N 0.451 3.438 0.342 -0.02 0.24 0.01
C 0.159 4.435 1.352 0.03 -0.09 -0.03
C 1.805 3.583 -0.150 -0.06 -0.08 0.06
C -0.722 0.593 0.533 0.33 -0.58 0.51
C -0.053 -0.779 0.322 -0.18 0.16 -0.27
C -1.047 -1.904 0.030 0.28 -0.13 0.27
C -0.303 -3.229 -0.125 0.01 0.13 -0.26
C 0.771 -3.096 -1.209 -0.11 -0.22 0.13
N 1.704 -2.012 -0.973 0.17 -0.06 -0.12
C 2.686 -2.278 0.064 -0.13 -0.07 0.06
C 3.806 -1.275 -0.011 0.05 0.03 0.32
C 4.369 -0.932 -1.235 0.08 0.05 0.11
C 5.396 -0.010 -1.315 0.04 0.00 -0.14
C 5.886 0.590 -0.166 -0.02 0.00 0.04
C 5.344 0.268 1.064 -0.08 -0.03 0.13
C 4.314 -0.654 1.121 0.03 -0.02 -0.22
F 3.791 -0.954 2.334 0.03 0.02 -0.10
C 0.996 -0.756 -0.802 -0.06 0.09 0.25
O -3.490 0.110 1.191 0.09 0.15 0.34
H -3.732 -1.158 3.619 0.01 -0.04 0.08
H -4.819 0.227 3.572 -0.04 0.03 0.08
H -5.471 -1.412 3.393 -0.04 -0.03 0.01
H -5.970 -1.947 0.739 -0.19 -0.15 0.09
H -4.468 -0.546 -2.649 -0.06 -0.05 -0.09
H -4.699 -2.227 -2.121 -0.03 -0.07 -0.04
H -6.042 -1.087 -2.041 -0.08 -0.01 -0.07
H 0.342 1.691 -1.660 0.00 -0.02 -0.05
H -1.204 2.214 -2.365 0.23 -0.05 0.10
H -1.506 3.693 -0.314 0.01 0.03 -0.06
H -0.285 4.213 -1.491 -0.02 0.05 0.03
H 0.195 5.463 0.959 0.00 0.06 0.00
H 0.889 4.348 2.156 0.01 0.07 0.07
H -0.832 4.251 1.763 -0.04 0.05 0.05
H 2.020 2.809 -0.884 0.09 -0.03 -0.05
H 2.500 3.468 0.681 0.09 0.00 -0.02
H 1.979 4.565 -0.619 0.00 0.03 -0.03
H -1.428 0.508 1.359 0.21 0.08 -0.05
H 0.040 1.323 0.815 -0.17 -0.12 0.02
H 0.457 -1.004 1.266 0.00 0.01 0.03
H -1.780 -1.982 0.836 -0.12 0.05 -0.04
H -1.583 -1.683 -0.896 -0.06 0.00 -0.04
H 0.163 -3.504 0.824 -0.01 -0.06 0.06
H -1.001 -4.023 -0.397 0.01 -0.08 0.04
H 1.335 -4.028 -1.306 -0.01 0.02 -0.07
H 0.283 -2.894 -2.169 -0.03 -0.08 -0.02
H 3.100 -3.275 -0.125 -0.08 0.02 0.08
H 2.267 -2.281 1.082 0.09 -0.07 -0.10
H 3.974 -1.399 -2.124 -0.07 -0.04 -0.11
H 5.819 0.241 -2.276 0.04 0.02 -0.09
H 6.690 1.308 -0.226 0.07 0.07 0.00
H 5.702 0.718 1.977 0.02 0.04 0.10
H 1.735 0.026 -0.613 -0.05 0.10 -0.09
H 0.495 -0.549 -1.753 -0.02 0.14 0.00



(2)
65
Properties=species:S:1:pos:R:3:forces:R:3 method="wB97M-V/def2-TZVPD" s2=2.0199 total_charge=+2 total_energy_ha=-1556.53771 homo_lumo_gap_ev="7.20 / 7.36" multiplicity=3 lumo_energy_ev="-6.75 / -6.78" homo_energy_ev="-13.95 / -14.14" relative_energy_kj_mol=0.00
W 0.306 0.245 -0.099 -0.24 0.25 0.00
C 2.923 1.687 -0.710 0.04 0.07 -0.02
N 2.540 0.313 -0.252 0.05 -0.03 0.03
C 3.186 0.085 1.080 0.02 0.01 0.08
C 2.570 0.877 2.230 -0.02 -0.02 0.00
C 1.377 0.203 2.892 0.09 0.04 0.03
N 0.157 0.187 2.063 -0.05 0.01 -0.20
C -0.962 0.182 2.711 0.10 0.01 0.01
C -2.282 0.001 2.181 -0.10 -0.03 -0.08
C -3.354 -0.029 3.093 0.06 0.02 0.03
C -4.635 -0.297 2.674 -0.05 -0.01 -0.03
C -4.874 -0.554 1.323 0.03 0.02 0.06
C -3.840 -0.535 0.405 0.01 0.03 -0.07
C -2.546 -0.247 0.822 -0.06 0.07 0.08
O -1.567 -0.223 -0.102 0.18 -0.07 0.03
C 3.135 -0.670 -1.229 0.01 -0.06 -0.04
C 2.263 -1.132 -2.401 0.00 0.03 -0.02
C 1.403 -0.107 -3.115 0.08 -0.09 -0.02
N 0.441 0.572 -2.216 -0.07 0.05 0.03
C -0.313 1.454 -2.802 0.02 -0.02 0.04
C -1.052 2.499 -2.169 -0.01 0.07 0.11
C -1.896 3.304 -2.962 0.03 -0.06 -0.02
C -2.481 4.431 -2.446 -0.02 0.05 0.03
C -2.198 4.813 -1.130 0.01 -0.05 -0.05
C -1.355 4.060 -0.337 0.01 -0.01 0.09
C -0.797 2.887 -0.836 -0.11 0.02 -0.19
O -0.003 2.159 -0.033 0.06 -0.30 0.09
H 4.011 1.769 -0.712 0.00 -0.02 0.00
H 2.504 2.446 -0.056 -0.01 -0.02 0.01
H 2.552 1.864 -1.715 0.00 -0.02 0.00
H 4.248 0.323 0.981 0.00 0.00 -0.02
H 3.113 -0.981 1.303 0.00 0.00 -0.02
H 2.309 1.895 1.935 0.01 0.00 -0.01
H 3.339 0.979 2.997 0.00 0.00 0.00
H 1.160 0.704 3.836 -0.03 -0.01 -0.01
H 1.639 -0.834 3.130 -0.01 -0.01 -0.02
H -0.909 0.277 3.796 -0.01 0.00 0.00
H -3.153 0.156 4.141 0.00 0.00 0.00
H -5.449 -0.314 3.385 0.00 0.00 0.00
H -5.879 -0.770 0.987 0.00 0.00 -0.01
H -4.017 -0.721 -0.646 0.00 -0.01 0.00
H 3.416 -1.558 -0.665 0.00 0.02 0.01
H 4.063 -0.231 -1.602 -0.01 0.02 0.00
H 1.625 -1.962 -2.097 -0.01 0.00 0.01
H 2.943 -1.553 -3.144 0.00 -0.01 0.01
H 0.856 -0.609 -3.916 -0.03 0.02 0.01
H 2.035 0.651 -3.585 -0.01 0.02 0.02
H -0.322 1.463 -3.893 0.03 0.00 0.00
H -2.071 3.019 -3.992 0.00 0.01 0.00
H -3.137 5.036 -3.057 0.00 0.00 0.00
H -2.639 5.714 -0.727 0.00 0.00 0.00
H -1.126 4.354 0.678 0.00 0.00 0.00
C 2.089 -3.941 0.175 -0.03 0.01 0.01
Sb 0.384 -2.669 0.185 0.01 -0.07 0.05
C -0.563 -3.258 1.991 0.00 0.02 -0.02
C -0.865 -3.584 -1.260 0.01 0.02 0.00
H 1.752 -4.965 0.326 -0.01 0.00 0.00
H 2.770 -3.674 0.982 0.00 0.01 -0.01
H 2.613 -3.883 -0.778 -0.01 0.02 0.00
H -0.582 -4.345 2.048 0.01 0.00 -0.02
H -1.584 -2.881 2.006 0.01 0.01 -0.01
H -0.020 -2.865 2.850 0.00 -0.01 0.00
H -0.982 -4.641 -1.028 0.01 0.00 0.01
H -0.433 -3.480 -2.254 0.00 0.00 0.00
H -1.837 -3.095 -1.239 0.00 0.00 0.00



(3)
82
Properties=species:S:1:pos:R:3:forces:R:3 method="wB97M-V/def2-TZVPD" s2=0.7695 total_charge=-2 total_energy_ha=-5993.10540 homo_lumo_gap_ev="5.43 / 5.47" multiplicity=2 lumo_energy_ev="3.82 / 3.82" homo_energy_ev="-1.60 / -1.65" relative_energy_kj_mol=0.00
V -0.006 -0.327 0.392 -0.36 0.26 0.60
C -5.834 1.471 0.310 0.00 0.00 0.01
C -4.658 1.645 1.207 -0.01 0.00 0.00
N -4.727 2.257 2.367 0.00 0.00 -0.01
N -3.441 2.153 2.809 0.03 -0.02 -0.01
C -2.662 1.497 1.920 -0.10 0.06 0.00
S -0.990 1.218 2.220 0.08 -0.16 -0.13
N -3.427 1.169 0.884 0.03 0.00 0.00
N -1.953 -0.808 -0.562 0.20 0.05 -0.07
H -6.715 1.927 0.758 0.00 0.00 0.00
H -6.019 0.410 0.140 0.00 0.00 0.00
H -5.641 1.931 -0.660 0.00 0.00 0.00
H -3.161 2.520 3.698 0.00 0.00 0.00
H -2.495 0.053 -0.398 0.00 0.04 -0.08
H -1.839 -0.984 -1.566 -0.01 -0.04 0.07
O 1.639 2.536 -5.868 0.00 -0.01 0.03
C 1.330 2.063 -4.793 0.00 0.02 -0.03
S 0.447 2.938 -3.545 0.00 0.00 0.02
C 0.416 1.658 -2.338 0.00 0.02 0.00
C 0.996 0.500 -2.690 0.03 0.02 -0.05
S 1.124 -0.904 -1.670 -0.08 -0.22 -0.01
S 1.700 0.413 -4.300 0.01 -0.01 0.02
S -0.289 1.953 -0.778 0.05 -0.07 0.00
O -3.001 -3.130 1.945 0.13 -0.03 0.08
S -2.383 -3.165 0.611 0.04 0.04 0.02
O -2.910 -1.794 -0.155 -0.12 -0.02 -0.09
O -0.146 -1.613 1.315 0.09 -0.07 -0.34
C -3.559 -4.188 -0.343 -0.11 0.05 0.06
C -4.648 -4.674 0.366 -0.01 0.03 -0.05
C -5.605 -5.450 -0.272 -0.01 -0.01 0.00
C -5.462 -5.749 -1.619 -0.01 0.00 0.02
C -4.365 -5.275 -2.321 0.04 -0.02 0.00
C -3.405 -4.492 -1.693 0.00 0.00 -0.01
S -2.007 -3.906 -2.668 -0.04 0.14 0.08
O -1.891 -4.876 -3.742 0.01 -0.03 -0.06
O -2.404 -2.573 -3.100 0.03 -0.01 0.04
O -0.915 -3.916 -1.707 0.09 -0.04 -0.02
H -4.730 -4.417 1.414 0.01 0.00 0.00
H -6.458 -5.820 0.285 0.00 0.00 0.00
H -6.202 -6.361 -2.123 0.00 0.00 0.00
H -4.215 -5.514 -3.366 -0.01 0.00 0.00
O 1.905 0.053 1.310 -0.21 -0.03 0.06
P 2.706 -1.013 1.996 0.23 -0.04 0.00
N 2.118 -1.336 3.500 0.03 0.02 -0.03
C 2.907 -2.078 4.474 -0.02 -0.03 0.01
C 2.958 -1.137 5.673 -0.01 0.00 0.00
C 1.544 -0.553 5.673 0.00 0.00 0.00
C 1.176 -0.434 4.184 -0.01 0.01 0.00
N 4.254 -0.395 2.056 -0.07 0.06 -0.20
C 5.491 -1.137 2.241 0.00 0.00 0.10
C 6.449 -0.479 1.253 0.01 0.01 0.00
C 6.058 0.996 1.361 0.00 0.00 0.00
C 4.536 0.972 1.579 0.01 0.01 0.02
N 2.916 -2.515 1.372 -0.04 0.10 -0.01
C 3.559 -2.700 0.053 0.07 -0.01 0.00
C 3.370 -4.185 -0.227 -0.01 0.00 0.01
C 1.995 -4.462 0.376 0.00 -0.03 0.02
C 2.011 -3.653 1.671 -0.02 0.01 -0.02
H 3.889 -2.334 4.075 0.01 0.00 0.00
H 2.405 -3.016 4.747 0.00 0.00 -0.01
H 3.696 -0.353 5.482 0.00 0.00 0.00
H 3.218 -1.643 6.605 0.00 0.01 0.00
H 1.478 0.408 6.183 -0.01 0.00 0.01
H 0.861 -1.242 6.175 0.00 0.00 -0.01
H 1.290 0.585 3.815 0.01 0.00 0.01
H 0.148 -0.729 3.983 0.00 0.01 -0.01
H 5.333 -2.201 2.068 0.00 0.00 -0.02
H 5.881 -1.019 3.264 -0.01 -0.01 0.00
H 6.251 -0.849 0.245 -0.01 0.00 0.00
H 7.498 -0.664 1.491 0.00 0.00 -0.01
H 6.328 1.574 0.478 0.01 0.01 0.01
H 6.559 1.447 2.222 0.00 -0.01 0.00
H 3.978 1.168 0.665 0.01 -0.01 -0.01
H 4.230 1.721 2.313 -0.02 0.00 -0.01
H 4.610 -2.402 0.083 0.01 -0.04 0.04
H 3.061 -2.101 -0.709 0.02 0.01 0.00
H 4.138 -4.770 0.292 0.00 0.00 -0.01
H 3.426 -4.404 -1.293 -0.01 0.00 0.00
H 1.822 -5.522 0.565 -0.04 0.02 -0.02
H 1.204 -4.099 -0.284 0.01 0.02 -0.01
H 2.420 -4.233 2.506 0.04 -0.02 -0.03
H 1.019 -3.296 1.934 0.01 -0.03 0.05